Record 1
A single C2H5NS2 molecule. Source: the OMol25 dataset; level of theory: ωB97M-V/def2-TZVPD.

The geometry in XYZ format:
```
10
Properties=species:S:1:pos:R:3
S -1.240 -0.526 -0.115
S 2.407 -0.292 0.104
N 1.121 0.929 -0.136
C -2.887 0.057 0.202
C -0.115 0.906 -0.009
H -0.766 1.852 -0.075
H -3.432 -0.899 -0.341
H -2.972 1.020 -0.628
H 1.804 -1.447 -0.332
H -3.153 0.282 1.338
```

Values from the calculation:
SMILES string: CS/C=N\S
Energy above the lowest of the compared OMol25 structures with the same formula, charge and spin, kcal per mole: 64.03
Strongest force on any atom, eV Å⁻¹: 3.82
HOMO level, eV: -8.800
Kohn-Sham gap, eV: 9.422
2S+1: 1

The net atomic charges from natural (NBO), expressed in e, are: atom 1 (S): 0.18, atom 2 (S): 0.17, atom 3 (N): -0.57, atom 4 (C): -0.81, atom 5 (C): -0.01, atom 6 (H): 0.19, atom 7 (H): 0.26, atom 8 (H): 0.23, atom 9 (H): 0.11, atom 10 (H): 0.25

***

Record 2
A molecular structure, C2H5NS2. Source: the OMol25 dataset; level of theory: ωB97M-V/def2-TZVPD.

The geometry in XYZ format:
```
10
Properties=species:S:1:pos:R:3
S 1.611 -0.487 -0.757
S -1.001 0.667 -1.064
N 1.726 1.161 -0.091
C -1.318 -0.872 0.247
C 0.416 1.488 0.000
H 3.038 -0.880 -0.100
H -0.060 2.501 0.718
H -0.814 -0.879 1.099
H -2.430 -0.762 0.347
H -1.167 -1.937 -0.398
```

Values from the calculation:
Energy above the lowest of the compared OMol25 structures with the same formula, charge and spin, kcal per mole: 109.67
Strongest force on any atom, eV Å⁻¹: 8.56
HOMO level, eV: -8.925
Kohn-Sham gap, eV: 8.826
2S+1: 1

The net atomic charges from natural (NBO), expressed in e, are: atom 1 (S): 0.11, atom 2 (S): 0.07, atom 3 (N): -0.52, atom 4 (C): -0.61, atom 5 (C): -0.05, atom 6 (H): 0.14, atom 7 (H): 0.23, atom 8 (H): 0.19, atom 9 (H): 0.22, atom 10 (H): 0.23

***

Record 3
A gas-phase ion, C2H5O (charge -1). Source: the OMol25 dataset; level of theory: ωB97M-V/def2-TZVPD.

The geometry in XYZ format:
```
8
Properties=species:S:1:pos:R:3
O -1.673 -0.288 0.771
C -0.747 -0.218 -0.175
C 0.686 0.261 0.247
H 1.167 0.801 -0.588
H -1.048 0.458 -1.041
H 0.787 0.805 1.185
H -0.520 -1.201 -0.695
H 1.347 -0.618 0.296
```

Values from the calculation:
Total charge: -1
SMILES string: CC[O-]
Energy above the lowest of the compared OMol25 structures with the same formula, charge and spin, kcal per mole: 5.15
Strongest force on any atom, eV Å⁻¹: 1.38
HOMO level, eV: -1.869
Kohn-Sham gap, eV: 6.972
2S+1: 1

The net atomic charges from natural (NBO), expressed in e, are: atom 1 (O): -0.94, atom 2 (C): 0.01, atom 3 (C): -0.66, atom 4 (H): 0.16, atom 5 (H): 0.04, atom 6 (H): 0.19, atom 7 (H): 0.04, atom 8 (H): 0.17

***

Which of these has the lowest energy above the lowest of the compared OMol25 structures with the same formula, charge and spin? C2H5O